[1]
The following is a DFT calculation (wB97M-V/def2-TZVPD) of a cluster of 8 separate species, C4H27N2O7S in total at a distorted geometry.

Calculated values
Expectation value of S²   0.76
Largest force on an atom   1.359 eV Å⁻¹
Total energy   -1202.40695 Eh

Structure (ORCA input):
```
! RIJCOSX wB97M-V def2-TZVPD def2/J DEFGRID3
* xyz 2 2
C -1.351 -0.289 0.761
N -1.450 -1.357 -0.253
C -2.731 -1.480 -0.896
C -3.018 -0.295 -1.894
S -4.698 -0.364 -2.509
C -1.545 -0.883 2.153
N -0.672 -2.066 2.307
H -2.059 0.530 0.606
H -0.383 0.197 0.684
H -0.705 -1.259 -0.941
H -3.535 -1.520 -0.160
H -2.749 -2.428 -1.435
H -2.921 0.648 -1.365
H -2.319 -0.334 -2.729
H -4.505 -1.100 -3.624
H -2.593 -1.136 2.307
H -1.273 -0.157 2.918
H -0.852 -2.592 3.157
H 0.374 -1.772 2.296
H -0.811 -2.647 1.481
H 1.297 2.721 -0.208
H 0.786 3.888 0.678
O 0.708 2.930 0.561
H 0.924 2.057 2.028
H 1.508 2.047 3.438
O 0.997 1.516 2.846
H 3.863 1.744 -0.552
H 5.369 1.501 -0.325
O 4.517 1.313 0.055
H 3.979 -1.802 0.337
H 3.820 -0.223 0.198
O 3.318 -1.084 0.251
H 2.094 1.264 -1.740
H 2.321 2.685 -2.339
O 2.376 2.188 -1.521
H 2.395 -1.076 1.681
H 1.624 -0.116 2.647
O 1.819 -1.071 2.466
H 2.092 -0.950 -2.692
H 2.301 -0.811 -1.153
O 1.748 -0.483 -1.910
*
```

[2]
The following is a DFT calculation (wB97M-V/def2-TZVPD) of the molecule C3H3PS at a distorted geometry.

Calculated values
SMILES   Cc1pc1=S
Largest force on an atom   2.920 eV Å⁻¹
Total energy   -855.55521 Eh

Structure (ORCA input):
```
! RIJCOSX wB97M-V def2-TZVPD def2/J DEFGRID3
* xyz 0 1
C 0.311 -0.335 0.021
C 1.643 0.042 -0.289
C -1.195 0.123 0.136
P 1.277 -1.760 0.091
S 2.799 1.159 -0.543
H -1.436 0.954 -0.634
H -1.361 0.543 1.183
H -2.040 -0.726 0.035
*
```

[3]
The following is a DFT calculation (wB97M-V/def2-TZVPD) of a cluster of 9 separate species, C36H91N6O14 in total at a distorted geometry.

Calculated values
Expectation value of S²   0.76
Largest force on an atom   5.783 eV Å⁻¹
Total energy   -2806.62267 Eh

Structure (ORCA input):
```
! RIJCOSX wB97M-V def2-TZVPD def2/J DEFGRID3
* xyz 4 2
C -0.922 4.336 -5.057
N -0.923 2.853 -4.704
C 0.578 2.441 -4.749
C -1.564 2.711 -3.307
C -1.760 1.978 -5.694
C -3.213 2.453 -5.949
O -3.921 1.877 -4.837
H -0.303 4.772 -4.272
H -1.918 4.774 -4.992
H -0.587 4.452 -6.087
H 0.881 2.744 -5.751
H 0.666 1.355 -4.703
H 1.169 2.996 -4.022
H -1.534 1.679 -2.959
H -2.502 3.266 -3.331
H -0.806 3.232 -2.723
H -1.692 0.981 -5.258
H -1.171 1.984 -6.611
H -3.691 2.032 -6.833
H -3.340 3.536 -5.944
H -4.683 1.429 -5.212
C -2.669 2.070 4.844
N -2.471 0.565 4.607
C -1.087 0.275 5.216
C -3.600 -0.283 5.239
C -2.303 0.336 3.088
C -1.756 -0.969 2.585
O -2.541 -2.025 3.171
H -2.779 2.319 5.900
H -3.478 2.486 4.244
H -1.799 2.687 4.620
H -1.172 0.532 6.272
H -0.367 0.974 4.792
H -0.879 -0.795 5.190
H -3.860 0.310 6.116
H -3.297 -1.315 5.416
H -4.499 -0.316 4.624
H -1.585 1.077 2.736
H -3.326 0.572 2.796
H -0.717 -1.186 2.831
H -1.873 -0.950 1.501
H -1.932 -2.767 3.193
C 2.696 -1.649 2.484
N 3.575 -0.991 3.584
C 3.011 0.477 3.822
C 3.614 -1.699 4.928
C 5.019 -1.095 3.049
C 6.082 -0.205 3.718
O 5.899 1.182 3.293
H 1.622 -1.647 2.669
H 3.032 -2.684 2.437
H 2.800 -1.123 1.534
H 2.005 0.249 4.173
H 3.045 0.981 2.856
H 3.496 1.055 4.609
H 4.264 -1.110 5.575
H 3.899 -2.690 4.576
H 2.567 -1.677 5.232
H 4.895 -0.799 2.007
H 5.299 -2.149 3.051
H 7.063 -0.531 3.372
H 6.109 -0.223 4.807
H 6.617 1.512 2.747
C 4.120 1.871 -2.349
N 4.668 2.376 -1.008
C 3.686 3.271 -0.251
C 4.642 1.011 -0.173
C 6.032 3.110 -1.200
C 6.168 4.065 -2.336
O 5.604 5.388 -2.026
H 3.208 1.274 -2.335
H 4.881 1.248 -2.818
H 3.981 2.853 -2.800
H 3.431 4.054 -0.965
H 3.959 3.584 0.757
H 2.792 2.667 -0.404
H 4.922 1.068 0.879
H 5.413 0.364 -0.591
H 3.609 0.663 -0.161
H 6.715 2.271 -1.341
H 6.166 3.525 -0.201
H 6.000 3.658 -3.333
H 7.232 4.269 -2.457
H 6.054 5.758 -1.263
C -3.628 1.367 -0.501
N -4.955 0.597 -0.694
C -5.314 0.520 -2.220
C -4.827 -0.812 -0.108
C -6.122 1.252 0.002
C -6.042 1.647 1.510
O -4.944 2.492 1.736
H -3.830 2.428 -0.651
H -2.934 0.965 -1.239
H -3.325 1.075 0.504
H -4.505 -0.073 -2.647
H -5.238 1.531 -2.621
H -6.298 0.115 -2.459
H -5.749 -1.379 -0.238
H -4.602 -0.724 0.955
H -4.008 -1.318 -0.620
H -7.002 0.613 -0.072
H -6.195 2.179 -0.567
H -5.763 0.667 1.898
H -7.009 2.004 1.864
H -5.058 3.219 1.120
C -3.048 -4.025 0.165
C -1.654 -3.648 -0.309
C -1.100 -4.565 -1.422
N 0.418 -4.721 -1.253
C 1.239 -3.379 -1.111
C 0.647 -5.623 0.018
C 1.290 -6.917 -0.532
C 0.811 -7.035 -1.952
C 0.861 -5.572 -2.423
H -3.803 -4.217 -0.596
H -3.438 -3.262 0.839
H -3.065 -4.940 0.757
H -1.016 -3.582 0.573
H -1.633 -2.627 -0.688
H -1.295 -4.097 -2.387
H -1.483 -5.571 -1.247
H 2.313 -3.556 -1.154
H 0.957 -2.975 -0.139
H 0.923 -2.781 -1.966
H 1.309 -5.148 0.742
H -0.328 -5.763 0.486
H 2.360 -6.735 -0.437
H 1.005 -7.781 0.070
H 1.529 -7.576 -2.568
H -0.177 -7.481 -2.069
H 1.883 -5.250 -2.617
H 0.281 -5.344 -3.317
O -2.027 -1.257 -2.624
C -1.196 -1.544 -3.589
O -0.094 -1.022 -3.638
O -1.615 -2.236 -4.529
H -1.490 -0.865 -1.932
O 1.292 0.730 -1.320
C 0.471 0.341 -0.340
O -0.560 -0.294 -0.518
O 0.626 0.796 0.809
H 0.722 0.355 -1.995
O 0.219 2.490 3.068
C 1.112 3.464 3.243
O 2.148 3.417 2.520
O 0.903 4.388 4.060
H 0.386 2.028 2.243
*
```

[4]
The following is a DFT calculation (wB97M-V/def2-TZVPD) of a structure of composition C14H22BF2N6O3OsS2.

Calculated values
Largest force on an atom   0.074 eV Å⁻¹
Total energy   -2211.76440 Eh

Structure (ORCA input):
```
! RIJCOSX wB97M-V def2-TZVPD def2/J DEFGRID3
* xyz 3 1
Os -0.687 0.011 -0.091
C 2.417 -1.783 -3.907
N 1.234 -1.011 -3.483
C 0.318 -0.618 -4.571
C 1.028 -0.666 -2.259
O 0.014 0.076 -1.918
C 1.977 -1.038 -1.131
O 1.495 -0.293 -0.001
C 2.012 -0.660 1.295
C 0.904 -0.331 2.275
O -0.160 0.218 1.775
N 1.025 -0.524 3.543
C -0.068 -0.206 4.481
C 2.251 -1.053 4.167
H 2.090 -2.530 -4.626
H 2.883 -2.293 -3.069
H 3.131 -1.113 -4.386
H -0.108 -1.521 -5.004
H 0.898 -0.095 -5.329
H -0.465 0.027 -4.192
H 3.003 -0.745 -1.357
H 1.938 -2.114 -0.931
H 2.904 -0.066 1.498
H 2.248 -1.725 1.326
H -1.008 -0.123 3.949
H 0.162 0.731 4.987
H -0.124 -1.008 5.214
H 3.074 -1.098 3.461
H 2.044 -2.048 4.557
H 2.529 -0.394 4.987
N -3.672 -1.713 -0.490
C -3.698 -0.439 -0.171
N -2.588 0.388 -0.117
C -3.007 1.743 0.109
C -4.317 1.875 0.319
S -5.165 0.367 0.162
C -1.960 2.749 0.109
C -2.056 4.079 0.305
S -0.498 4.800 0.203
C 0.199 3.254 -0.083
N -0.676 2.271 -0.110
N 1.540 3.075 -0.217
H -2.850 -2.167 -0.862
H -4.532 -2.245 -0.504
H -4.865 2.777 0.540
H -2.929 4.680 0.497
H 2.116 3.895 -0.336
H 1.834 2.281 -0.761
F -0.036 -2.699 1.031
B -0.675 -2.072 0.035
F -1.122 -2.906 -0.921
*
```

[5]
The following is a DFT calculation (wB97M-V/def2-TZVPD) of a cluster of 2 separate species, C5H8O in total at a distorted geometry.

Calculated values
Largest force on an atom   1.694 eV Å⁻¹
Total energy   -270.35677 Eh

Structure (ORCA input):
```
! RIJCOSX wB97M-V def2-TZVPD def2/J DEFGRID3
* xyz 0 1
C -0.715 -0.084 2.039
C 0.007 -0.043 -0.034
C -0.367 0.933 -1.147
C 1.034 0.904 -0.644
C 0.098 -1.464 -0.390
O -0.190 -2.383 0.336
H -0.440 0.623 1.190
H -1.608 -0.707 1.935
H 0.075 -0.668 2.517
H -0.569 0.520 -2.137
H -0.982 1.797 -0.903
H 1.383 1.748 -0.052
H 1.806 0.472 -1.283
H 0.468 -1.647 -1.425
*
```

[6]
The following is a DFT calculation (wB97M-V/def2-TZVPD) of a structure of composition C7H14O2 at a distorted geometry.

Calculated values
Largest force on an atom   3.611 eV Å⁻¹
Total energy   -425.42951 Eh

Structure (ORCA input):
```
! RIJCOSX wB97M-V def2-TZVPD def2/J DEFGRID3
* xyz 0 1
C -0.349 -1.356 0.244
C 0.462 0.629 0.775
C 0.026 0.483 -0.560
C 0.316 -0.909 -1.032
C 0.730 3.078 -1.294
C 0.416 -2.276 1.161
C -1.833 -1.606 0.211
O 1.227 1.784 -1.146
O -0.140 1.557 1.561
H 0.522 1.977 2.126
H 1.454 0.309 1.078
H -0.930 0.922 -0.823
H 1.381 -1.129 -1.107
H -0.185 -1.164 -1.965
H -0.161 3.118 -1.945
H 1.483 3.740 -1.748
H 0.434 3.521 -0.324
H 1.484 -2.052 1.184
H 0.311 -3.317 0.822
H 0.035 -2.238 2.186
H -2.359 -0.938 -0.473
H -2.041 -2.630 -0.133
H -2.281 -1.503 1.204
*
```